(1)
{
  "formula": "C25H32CrFO2",
  "method": "ωB97M-V with the def2-TZVPD basis set",
  "symbols": ["O", "C", "C", "H", "H", "C", "H", "H", "C", "H", "H", "H", "C", "H", "H", "H", "Cr", "C", "C", "C", "H", "C", "C", "H", "H", "H", "H", "C", "C", "C", "H", "C", "C", "H", "H", "H", "H", "O", "C", "C", "H", "H", "C", "H", "H", "C", "H", "H", "H", "H", "F", "C", "C", "C", "C", "C", "C", "H", "H", "H", "H"],
  "coordinates": [[1.707, 5.370, -1.312], [2.542, 5.981, -2.374], [2.132, 7.417, -2.081], [2.260, 5.641, -3.380], [3.620, 5.808, -2.199], [1.325, 6.741, -0.949], [1.510, 7.898, -2.841], [2.956, 8.050, -1.744], [-0.174, 6.960, -1.063], [-0.609, 6.345, -1.862], [-0.368, 8.023, -1.262], [-0.639, 6.692, -0.111], [1.882, 7.160, 0.396], [2.936, 6.881, 0.484], [1.308, 6.690, 1.198], [1.795, 8.249, 0.495], [0.284, 0.892, 0.378], [1.401, -0.236, 1.853], [1.859, -0.722, 0.591], [2.412, 0.373, -0.151], [1.831, -1.764, 0.279], [2.341, 1.556, 0.673], [1.682, 1.192, 1.913], [1.481, 1.866, 2.736], [0.983, -0.872, 2.632], [2.898, 0.297, -1.129], [2.810, 2.514, 0.434], [-2.122, 0.179, 1.270], [-1.259, 1.047, 2.020], [-1.065, 2.269, 1.245], [-0.995, 0.899, 3.070], [-1.609, 2.001, -0.084], [-2.326, 0.747, -0.007], [-3.003, 0.366, -0.769], [-2.612, -0.711, 1.666], [-0.648, 3.217, 1.589], [-1.669, 2.718, -0.903], [-0.063, 3.895, -3.784], [0.299, 3.056, -2.673], [1.804, 2.756, -2.781], [-0.327, 2.126, -2.721], [0.028, 3.560, -1.737], [2.051, 2.785, -4.291], [2.111, 1.798, -2.359], [2.342, 3.555, -2.261], [0.745, 3.385, -4.897], [2.185, 1.750, -4.651], [2.925, 3.399, -4.565], [0.196, 2.557, -5.404], [0.957, 4.167, -5.650], [-1.241, -3.326, -4.094], [-0.845, -2.465, -3.103], [-0.385, -1.206, -3.480], [-0.025, -0.325, -2.446], [-0.212, -0.672, -1.123], [-0.612, -1.954, -0.765], [-0.940, -2.881, -1.768], [-0.307, -0.900, -4.526], [0.396, 0.646, -2.720], [-0.666, -2.260, 0.287], [-1.240, -3.899, -1.515]],
  "mulliken_spin": [0.01, 0.00, 0.00, 0.00, 0.00, 0.00, 0.00, 0.00, 0.00, 0.00, 0.00, 0.00, 0.00, 0.00, 0.00, 0.00, 3.04, 0.04, -0.08, 0.01, 0.00, 0.09, -0.13, 0.00, 0.01, 0.00, 0.02, 0.04, -0.02, -0.13, 0.01, 0.12, 0.02, 0.00, 0.00, 0.00, 0.00, 0.00, 0.07, 0.02, -0.03, -0.01, 0.00, 0.02, -0.01, 0.00, 0.00, 0.00, 0.00, 0.00, 0.00, 0.00, 0.02, -0.03, -0.13, -0.03, 0.00, 0.00, 0.03, 0.01, 0.00],
  "homo_ev": [-6.79, -7.85],
  "s_squared": 3.857,
  "charge": 0,
  "e_tot_ev": -61673.0547,
  "spin_multiplicity": 4,
  "gap_ev": [7.101, 8.213]
}

(2)
{
  "formula": "C21H23N3O4",
  "method": "ωB97M-V with the def2-TZVPD basis set",
  "symbols": ["C", "O", "C", "C", "C", "C", "N", "C", "C", "C", "C", "O", "C", "N", "C", "C", "N", "C", "O", "C", "C", "C", "C", "O", "C", "C", "C", "C", "H", "H", "H", "H", "H", "H", "H", "H", "H", "H", "H", "H", "H", "H", "H", "H", "H", "H", "H", "H", "H", "H", "H"],
  "coordinates": [[-4.022, -3.005, -2.991], [-2.866, -2.944, -3.788], [-1.663, -2.721, -3.182], [-0.566, -2.679, -4.061], [0.711, -2.487, -3.594], [0.881, -2.314, -2.228], [2.031, -2.138, -1.502], [1.734, -2.046, -0.182], [2.806, -1.832, 0.821], [0.357, -2.120, -0.014], [-0.289, -1.945, 1.279], [0.266, -2.222, 2.330], [-1.635, -1.218, 1.314], [-1.474, 0.223, 1.184], [-0.589, 0.797, 2.180], [-0.728, 2.321, 2.140], [-0.403, 2.793, 0.818], [0.691, 3.492, 0.441], [0.897, 3.809, -0.718], [1.654, 3.876, 1.511], [2.357, 3.135, 2.426], [3.256, 4.028, 3.052], [3.038, 5.239, 2.469], [2.085, 5.152, 1.535], [-1.260, 2.208, -0.192], [-1.119, 0.685, -0.145], [-0.206, -2.314, -1.327], [-1.492, -2.547, -1.820], [-4.845, -3.185, -3.681], [-3.972, -3.826, -2.268], [-4.197, -2.062, -2.461], [-0.762, -2.817, -5.112], [1.555, -2.477, -4.267], [2.958, -2.076, -1.889], [2.368, -1.719, 1.809], [3.394, -0.948, 0.572], [3.476, -2.691, 0.843], [-2.308, -1.552, 0.529], [-2.094, -1.409, 2.289], [-0.876, 0.419, 3.163], [0.466, 0.529, 2.001], [-0.086, 2.791, 2.883], [-1.771, 2.584, 2.348], [2.260, 2.085, 2.620], [3.961, 3.796, 3.823], [3.481, 6.202, 2.632], [-0.955, 2.595, -1.164], [-2.296, 2.492, 0.014], [-1.795, 0.231, -0.872], [-0.084, 0.423, -0.421], [-2.332, -2.614, -1.149]],
  "mulliken_charge": [-0.78, -0.50, 0.49, -0.71, -0.84, -1.35, 0.06, -0.28, -1.57, 0.56, 0.39, -0.66, -1.08, 0.02, -0.10, -1.38, 0.14, 0.86, -0.68, -0.04, -0.06, -0.61, -0.50, -0.31, -1.48, -0.05, 1.43, 0.47, 0.25, 0.30, 0.31, 0.45, 0.40, 0.21, 0.30, 0.37, 0.40, 0.38, 0.46, 0.44, 0.03, 0.62, 0.34, 0.50, 0.45, 0.48, 0.48, 0.39, 0.40, 0.12, 0.48],
  "homo_ev": -8.17,
  "charge": 0,
  "e_tot_ev": -34810.1161,
  "spin_multiplicity": 1,
  "relative_energy_ev": 2.8514,
  "gap_ev": 8.822
}

(3)
{
  "formula": "C4H8N2O",
  "method": "ωB97M-V with the def2-TZVPD basis set",
  "symbols": ["C", "C", "N", "C", "C", "N", "O", "H", "H", "H", "H", "H", "H", "H", "H"],
  "coordinates": [[-1.947, -0.561, -0.053], [-0.651, 0.153, -0.322], [-0.536, 1.583, 0.134], [0.789, 1.257, 0.792], [0.638, -0.090, 0.140], [1.288, -0.973, -0.607], [2.296, -1.685, 0.054], [-2.683, -0.369, -0.840], [-2.366, -0.205, 0.896], [-1.791, -1.644, -0.001], [0.059, -0.926, -1.252], [-0.372, 2.211, -0.651], [0.686, 1.285, 1.880], [1.656, 1.847, 0.479], [2.932, -1.884, -0.648]],
  "mulliken_charge": [-1.09, -0.08, -0.45, -0.46, 0.34, -0.24, -0.42, 0.28, 0.31, 0.32, 0.37, 0.28, 0.21, 0.28, 0.34],
  "homo_ev": -8.05,
  "charge": 0,
  "e_tot_ev": -9298.8689,
  "spin_multiplicity": 1,
  "relative_energy_ev": 7.5243,
  "gap_ev": 8.653
}

(4)
{
  "formula": "C28H40BBrIN10O4PS2Tl",
  "method": "ωB97M-V with the def2-TZVPD basis set",
  "symbols": ["Tl", "C", "C", "C", "C", "N", "N", "B", "N", "C", "C", "C", "C", "N", "N", "C", "C", "C", "C", "N", "N", "C", "C", "C", "C", "N", "H", "H", "H", "H", "H", "H", "H", "H", "H", "H", "H", "H", "H", "H", "H", "H", "H", "H", "H", "H", "C", "C", "O", "P", "S", "S", "O", "C", "C", "H", "H", "H", "H", "H", "H", "H", "H", "H", "H", "C", "O", "C", "O", "N", "N", "H", "H", "H", "H", "H", "H", "Br", "C", "C", "C", "C", "C", "C", "I", "H", "H", "H", "H"],
  "coordinates": [[-0.121, 0.525, 0.240], [2.933, -2.582, -1.515], [1.625, -3.293, -1.311], [1.557, -4.699, -0.906], [0.483, -4.811, -0.097], [-0.120, -3.603, 0.090], [0.531, -2.634, -0.639], [-1.176, -3.204, 1.118], [-2.198, -2.226, 0.512], [-2.673, -2.190, -0.751], [-3.647, -1.216, -0.804], [-3.707, -0.701, 0.509], [-4.623, 0.343, 1.065], [-2.835, -1.323, 1.289], [-0.446, -2.565, 2.336], [-0.021, -3.266, 3.407], [0.561, -2.398, 4.297], [0.466, -1.145, 3.675], [0.914, 0.170, 4.222], [-0.112, -1.253, 2.483], [-1.958, -4.440, 1.591], [-2.629, -4.580, 2.757], [-3.451, -5.676, 2.641], [-3.230, -6.146, 1.330], [-3.926, -7.266, 0.627], [-2.338, -5.390, 0.712], [3.442, -3.000, -2.384], [3.580, -2.704, -0.642], [2.752, -1.522, -1.693], [2.224, -5.474, -1.239], [0.067, -5.686, 0.373], [-2.315, -2.872, -1.505], [-4.240, -0.917, -1.654], [-5.255, 0.752, 0.280], [-4.051, 1.153, 1.519], [-5.257, -0.097, 1.837], [-0.160, -4.332, 3.464], [0.986, -2.623, 5.261], [0.853, 0.168, 5.310], [0.289, 0.967, 3.823], [1.951, 0.374, 3.946], [-2.489, -3.892, 3.572], [-4.108, -6.087, 3.388], [-4.254, -8.022, 1.340], [-3.270, -7.722, -0.113], [-4.808, -6.887, 0.106], [1.794, 0.964, -6.044], [1.115, 1.373, -4.745], [1.893, 0.905, -3.665], [2.207, 1.642, -2.217], [0.283, -2.758, -2.473], [1.300, 3.404, -2.136], [3.829, 2.112, -2.530], [4.750, 1.218, -3.109], [5.677, 1.994, -4.031], [1.095, 1.031, -6.880], [2.136, -0.068, -5.948], [2.663, 1.590, -6.253], [0.126, 0.904, -4.681], [0.989, 2.457, -4.684], [4.229, 0.436, -3.672], [5.342, 0.728, -2.320], [5.090, 2.480, -4.810], [6.410, 1.329, -4.494], [6.200, 2.764, -3.463], [0.973, 4.309, 3.990], [2.054, 3.577, 3.412], [1.677, 2.686, 2.465], [0.532, 2.551, 2.098], [2.754, 1.967, 2.066], [2.613, 1.061, 1.018], [1.415, 4.910, 4.780], [0.227, 3.630, 4.401], [0.497, 4.941, 3.241], [3.658, 2.359, 2.278], [3.188, 0.244, 1.165], [2.801, 1.475, 0.109], [-4.912, 5.511, -1.813], [-3.241, 6.007, -1.069], [-3.053, 7.341, -0.737], [-1.858, 7.745, -0.165], [-0.848, 6.820, 0.051], [-1.025, 5.494, -0.307], [-2.229, 5.073, -0.858], [-2.458, 3.035, -1.302], [-3.839, 8.055, -0.937], [-1.720, 8.784, 0.105], [0.090, 7.134, 0.490], [-0.222, 4.775, -0.196]],
  "mulliken_charge": [0.94, -1.12, 0.42, -1.40, -0.13, 0.24, 0.54, 0.65, 1.19, -0.40, -1.26, 0.59, -1.28, -1.08, 1.19, -0.33, -1.91, 0.62, -1.10, -0.55, 0.98, -0.42, -1.25, 0.70, -1.29, -1.26, 0.35, 0.28, 0.05, 0.39, 0.52, 0.66, 0.42, 0.34, 0.20, 0.30, 0.61, 0.43, 0.40, 0.15, 0.17, 0.53, 0.38, 0.34, 0.36, 0.22, -1.22, -0.18, -0.30, 0.18, -0.31, -0.56, -0.40, 0.02, -1.34, 0.40, 0.26, 0.27, 0.20, 0.35, 0.24, 0.23, 0.28, 0.37, 0.31, -0.61, -0.50, 0.54, -0.42, -0.11, -0.15, 0.23, 0.28, 0.23, 0.23, 0.16, 0.06, -0.22, 0.35, -0.40, -0.46, -0.77, -0.02, -0.33, 0.29, 0.37, 0.35, 0.40, 0.33],
  "homo_ev": -4.44,
  "charge": -1,
  "e_tot_ev": -167253.1263,
  "spin_multiplicity": 1,
  "relative_energy_ev": 4.3074,
  "gap_ev": 6.620
}

(5)
{
  "formula": "C8H21N2S",
  "method": "ωB97M-V with the def2-TZVPD basis set",
  "symbols": ["C", "C", "S", "C", "C", "N", "C", "C", "N", "C", "C", "H", "H", "H", "H", "H", "H", "H", "H", "H", "H", "H", "H", "H", "H", "H", "H", "H", "H", "H", "H", "H"],
  "coordinates": [[3.861, 0.706, -0.653], [2.678, -0.014, -0.074], [1.411, 1.108, 0.502], [-0.421, 0.202, -0.267], [-0.524, 0.496, -1.755], [-0.546, -1.088, 0.179], [-0.050, -1.443, 1.522], [-0.265, -2.261, -0.705], [-1.292, 1.111, 0.498], [-2.719, 0.621, 0.509], [-1.227, 2.480, -0.060], [3.654, 1.772, -0.523], [4.707, 0.414, -0.133], [3.954, 0.410, -1.617], [2.936, -0.597, 0.841], [2.149, -0.616, -0.882], [-0.526, 1.505, -1.998], [0.336, -0.022, -2.310], [-1.477, 0.131, -2.248], [-0.495, -2.336, 1.828], [1.065, -1.559, 1.410], [-0.079, -0.542, 2.146], [-1.250, -2.737, -1.072], [0.373, -2.012, -1.536], [0.346, -2.960, -0.061], [-0.870, 1.152, 1.401], [-3.397, 0.739, -0.288], [-2.500, -0.517, 0.686], [-3.127, 1.031, 1.411], [-1.372, 3.145, 0.820], [-0.316, 2.536, -0.483], [-2.119, 2.642, -0.659]],
  "mulliken_charge": [-1.23, 0.21, -0.04, -0.39, -1.32, 0.31, -1.21, -0.92, -0.01, -0.92, -1.13, 0.33, 0.36, 0.37, 0.32, -0.06, 0.54, 0.34, 0.34, 0.53, 0.40, 0.28, 0.26, 0.37, 0.35, 0.46, 0.37, 0.34, 0.42, 0.32, 0.73, 0.28],
  "homo_ev": -12.24,
  "charge": 1,
  "e_tot_ev": -22442.8289,
  "spin_multiplicity": 1,
  "relative_energy_ev": 0.8371,
  "gap_ev": 9.405
}

(6)
{
  "formula": "C3H11NOS",
  "method": "ωB97M-V with the def2-TZVPD basis set",
  "symbols": ["N", "C", "C", "C", "S", "H", "H", "H", "H", "H", "H", "H", "H", "H", "O", "H", "H"],
  "coordinates": [[-0.073, 1.849, 0.251], [0.314, 0.592, -0.383], [-0.775, -0.496, -0.348], [-0.365, -1.693, -1.120], [-1.725, -2.918, -1.455], [-0.802, 2.278, -0.307], [-0.265, 1.906, 1.235], [0.625, 0.868, -1.390], [1.224, 0.203, 0.074], [-0.843, -0.850, 0.693], [-1.758, -0.039, -0.455], [0.492, -2.218, -0.698], [-0.005, -1.568, -2.153], [-2.566, -2.630, -0.443], [2.266, 1.389, 2.538], [1.942, 2.270, 2.318], [2.314, 1.059, 1.641]],
  "mulliken_charge": [-0.52, -0.52, -0.50, -0.66, -0.26, 0.21, 0.22, 0.30, 0.21, 0.27, 0.41, 0.41, 0.34, 0.11, -0.65, 0.32, 0.34],
  "homo_ev": -9.04,
  "charge": 0,
  "e_tot_ev": -17661.6658,
  "spin_multiplicity": 1,
  "relative_energy_ev": 0.7556,
  "gap_ev": 9.905
}

Question: Look up the charge of the second one.
Answer: 0

Question: charge of number 3 (C4H8N2O)?
Answer: 0